Entry 1:
C5H9NO | ωB97M-V with the def2-TZVPD basis set

HOMO energy in eV: -9.58
ΔE to the lowest compared entry with this formula, charge and spin in eV: 4.118

Structure (XYZ):
```
16
Properties=species:S:1:pos:R:3:forces:R:3:mulliken_charge:R:1
C 1.68854 1.41758 -0.22939 -4.64 0.75 -0.46 -1.147
C 0.88324 0.03271 -0.39061 0.95 -0.84 2.86 0.352
C 0.71436 -0.62855 1.01571 -0.17 2.65 5.22 -0.240
C -0.43900 -0.04922 -1.14874 1.25 0.52 -0.90 0.045
C -1.44494 -1.09016 -0.77207 -0.75 1.41 -1.97 -0.562
H 2.57861 1.40642 0.33316 1.01 -0.57 0.67 0.401
H 0.94065 2.16345 0.29902 1.62 -1.20 -1.23 0.267
H 1.88721 1.72315 -1.26978 0.00 0.24 0.53 0.317
H 1.69308 -0.63632 -0.65048 -0.24 -0.38 -1.68 0.238
H 1.69110 -1.36881 1.27041 -2.78 1.33 -0.31 0.248
H -0.27813 0.26121 -2.20877 -0.68 -0.21 0.83 0.319
H -1.14482 -1.69551 0.05380 -0.39 -0.52 0.39 0.269
H -2.23087 -1.39613 -1.48598 1.06 -0.55 0.37 0.243
H -1.59789 0.34918 0.43356 0.80 1.13 4.30 0.357
N -1.65560 0.37528 -0.50424 -0.54 -1.10 -3.53 -0.606
O -0.04537 -0.19097 1.98815 3.50 -2.67 -5.09 -0.501
```
Positions in Å, forces in eV/Å.

Entry 2:
C5H9NO | ωB97M-V with the def2-TZVPD basis set

HOMO energy (spin up / spin down) in eV: -8.12 / -8.12
ΔE to the lowest compared entry with this formula, charge and spin in eV: 6.732

Structure (XYZ):
```
16
Properties=species:S:1:pos:R:3:forces:R:3:mulliken_charge:R:1
C -1.13176 -0.20057 1.22213 0.13 0.10 0.04 -1.176
C -0.32933 0.04975 0.09698 -0.23 -0.16 0.01 1.077
C 0.19027 -1.07824 -0.66002 -0.04 -0.10 -0.03 -1.174
C -0.37748 1.34060 -0.70060 -0.30 0.07 -0.07 -0.523
O 1.06412 1.49598 -0.72982 0.16 -0.07 0.00 -0.392
C 1.30935 0.41365 0.06320 0.53 0.12 0.35 0.442
N 2.31499 0.08148 0.72553 -0.19 0.13 -0.28 -0.667
H -0.88426 -1.05164 1.85276 -0.06 0.08 -0.14 0.352
H -1.60266 0.63442 1.73633 0.07 -0.10 -0.08 0.303
H -1.88400 -1.37609 0.12993 0.07 -0.05 -0.07 0.082
H 0.67028 -1.89072 -0.12422 -0.11 0.15 -0.05 0.408
H -1.44356 -1.77155 -0.49032 -0.05 -0.02 0.04 0.087
H 0.43384 -0.97850 -1.71541 -0.04 0.04 0.17 0.348
H -0.83720 2.16817 -0.15553 0.06 -0.13 -0.05 0.303
H -0.77786 1.26887 -1.71593 0.04 0.01 0.12 0.230
H 3.05381 0.78202 0.65278 -0.03 -0.05 0.03 0.299
```
Positions in Å, forces in eV/Å.